The following is a DFT calculation (ωB97M-V/def2-TZVPD) of C20H43N5OPY as an isolated structure.

The geometry in XYZ format:
```
71
Properties=species:S:1:pos:R:3:lowdin_charge:R:1
Y -0.0217 0.3173 0.6443 1.75
C -3.0821 -2.5850 0.0064 -0.04
C -2.2203 -2.7677 1.2532 -0.37
C -2.9835 -3.5324 2.3542 -0.01
C -1.7529 -1.4681 1.8599 -0.25
C -2.4827 -0.2725 1.7546 -0.04
C -2.0958 0.8941 2.4343 -0.05
C -0.9854 0.9136 3.2984 -0.29
C -0.6781 2.1055 4.1548 0.00
C -0.2327 -0.2749 3.3753 -0.06
C -0.5934 -1.4231 2.6589 -0.07
H -3.2775 -3.5588 -0.4402 0.11
H -2.5901 -1.9614 -0.7481 0.05
H -4.0573 -2.1569 0.2465 0.10
H -1.3311 -3.3508 0.9934 0.15
H -3.8787 -2.9865 2.6580 0.11
H -2.3681 -3.7063 3.2374 0.09
H -3.2964 -4.5007 1.9658 0.11
H -3.3857 -0.2569 1.1552 0.14
H -2.7159 1.7808 2.3517 0.15
H -1.2570 2.0232 5.0797 0.13
H -0.9712 3.0448 3.6868 0.10
H 0.3717 2.1514 4.4406 0.09
H 0.5927 -0.3246 4.0789 0.14
H -0.0268 -2.3398 2.7954 0.15
C -0.2875 3.0909 -1.6836 -0.05
N -0.9085 1.7928 -1.2788 -0.36
C -2.3391 2.0180 -0.8941 -0.09
P -0.5886 0.4391 -2.3323 0.59
O -0.1368 -0.5810 -1.2360 -0.42
N 0.6708 0.7016 -3.3003 -0.29
C 0.4793 1.2314 -4.6706 -0.02
C 2.0731 0.5537 -2.9171 -0.06
N -1.9266 -0.0015 -3.0880 -0.29
C -1.9837 -1.3976 -3.5950 -0.04
C -2.8624 0.9218 -3.7673 -0.05
H -0.3602 3.7946 -0.8549 0.10
H -0.8123 3.5251 -2.5361 0.11
H 0.7583 2.9522 -1.9472 0.08
H -2.3736 2.5876 0.0352 0.09
H -2.8606 1.0673 -0.7812 0.08
H -2.8611 2.6073 -1.6458 0.10
H -0.5754 1.3469 -4.9023 0.08
H 0.9214 0.5433 -5.3896 0.11
H 0.9635 2.2037 -4.7655 0.11
H 2.1531 -0.0900 -2.0413 0.05
H 2.5460 1.5234 -2.7357 0.10
H 2.6148 0.0629 -3.7256 0.12
H -1.2959 -2.0362 -3.0438 0.08
H -1.7323 -1.4283 -4.6552 0.11
H -2.9966 -1.7731 -3.4582 0.11
H -2.5531 1.9597 -3.6585 0.08
H -3.8680 0.7947 -3.3690 0.11
H -2.8800 0.6938 -4.8330 0.11
N 5.1837 -0.5360 2.1912 0.09
C 4.4534 -1.5790 1.3909 -0.06
C 2.9460 -1.3442 1.4477 -0.16
N 2.5438 0.0204 0.9848 -0.13
C 3.2824 1.0310 1.8034 -0.16
C 4.7980 0.8525 1.7619 -0.07
H 6.1963 -0.6612 2.0740 0.21
H 5.0109 -0.6649 3.1938 0.20
H 4.7028 -2.5623 1.7879 0.16
H 4.8323 -1.5180 0.3700 0.15
H 2.5812 -1.4738 2.4690 0.13
H 2.4695 -2.1025 0.8250 0.14
H 2.8835 0.1095 0.0241 0.10
H 2.9188 0.9601 2.8314 0.13
H 3.0623 2.0376 1.4463 0.14
H 5.2861 1.5706 2.4198 0.16
H 5.1911 0.9917 0.7541 0.15
```

## Properties
Orbital gap in Eh: 0.295
Energy relative to the best compared isomer or geometry (same formula, charge and spin) in kcal per mole: 0.7
E_LUMO in eV: -12.58
Total charge: +4
DFT total energy in Eh: -1515.2894
Maximum force in eV Å⁻¹: 0.2